(1)
Here is the molecule C32H39NO4 from the Open Molecules 2025 dataset. Energies are from ωB97M-V with the def2-TZVPD basis set.

The geometry in ORCA input format:
```
! RIJCOSX wB97M-V def2-TZVPD def2/J DEFGRID3
* xyz 0 1
C 3.39 3.64 -1.32
H 3.04 4.67 -1.40
H 4.46 3.63 -1.49
H 2.89 3.05 -2.08
C 3.06 3.11 0.08
C 3.32 1.62 0.23
C 4.22 0.93 -0.56
C 4.49 -0.41 -0.33
C 3.86 -1.10 0.69
C 2.94 -0.42 1.48
C 2.68 0.92 1.26
H 1.98 1.44 1.90
H 2.45 -0.94 2.28
C 4.12 -2.56 0.93
C 2.93 -3.40 0.43
C 2.78 -3.36 -1.09
H 3.43 -4.09 -1.57
C 1.33 -3.65 -1.51
N 0.40 -2.77 -0.83
C 0.45 -1.40 -1.32
C -0.39 -0.48 -0.43
C -1.84 -0.96 -0.38
C -1.83 -2.42 0.08
C -0.96 -3.26 -0.86
H -0.97 -4.30 -0.53
H -1.39 -3.22 -1.89
H -1.40 -2.49 1.08
H -2.84 -2.83 0.10
H -2.25 -0.90 -1.39
C -2.68 -0.05 0.55
C -4.15 -0.46 0.63
C -4.83 -1.13 -0.39
C -6.17 -1.43 -0.26
C -6.87 -1.06 0.88
C -6.21 -0.39 1.89
C -4.87 -0.09 1.76
H -4.35 0.45 2.55
H -6.74 -0.09 2.78
H -7.92 -1.30 0.97
H -6.68 -1.95 -1.06
H -4.31 -1.43 -1.29
C -2.66 1.38 0.03
C -3.24 1.69 -1.20
C -3.22 2.99 -1.67
C -2.63 4.00 -0.93
C -2.05 3.70 0.30
C -2.07 2.39 0.77
H -1.63 2.15 1.73
H -1.60 4.47 0.89
H -2.62 5.01 -1.30
H -3.68 3.22 -2.62
H -3.72 0.92 -1.78
O -2.12 -0.04 1.85
H -2.20 -0.93 2.22
H -0.33 0.53 -0.83
H 0.03 -0.48 0.57
H 1.48 -1.05 -1.30
H 0.08 -1.34 -2.36
H 1.09 -4.67 -1.22
H 1.24 -3.58 -2.61
H 3.07 -2.37 -1.46
H 3.06 -4.44 0.76
H 2.02 -3.01 0.87
O 4.32 -2.75 2.32
H 4.39 -3.69 2.50
H 5.03 -2.86 0.38
H 5.22 -0.92 -0.96
H 4.74 1.43 -1.37
C 1.57 3.37 0.31
O 1.12 4.07 1.18
O 0.80 2.74 -0.58
H -0.14 2.92 -0.39
C 3.88 3.86 1.14
H 3.69 4.92 1.07
H 4.94 3.67 0.99
H 3.60 3.53 2.13
*
```

Calculated values
frontier orbital gap = 9.3 eV
relative energy (zero: lowest compared OMol25 entry of this formula, charge and spin) = 0.00 kJ/mol
max |F| = 0.60 eV/Å
structure (SMILES) = CC(C)(C(=O)O)c1ccc([C@@H](O)CCCN2CCC(C(O)(c3ccccc3)c3ccccc3)CC2)cc1

=====

(2)
Here is C32H40BBrF4N2O3S6SiTb as an isolated structure at a distorted geometry from the Open Molecules 2025 dataset. Energies are from ωB97M-V with the def2-TZVPD basis set.

The geometry in ORCA input format:
```
! RIJCOSX wB97M-V def2-TZVPD def2/J DEFGRID3
* xyz -1 7
Tb -0.23 0.27 1.20
Br 1.71 -2.20 1.02
C 0.77 -3.14 2.40
C 0.85 -4.50 2.38
C 0.28 -5.24 3.44
C -0.30 -4.57 4.48
C -0.38 -3.16 4.50
C -0.96 -2.48 5.60
C -1.04 -1.12 5.59
C -0.64 -0.39 4.44
C -0.09 -0.98 3.32
C 0.10 -2.39 3.40
H 1.35 -5.01 1.56
H 0.33 -6.32 3.42
H -0.70 -5.12 5.33
H -1.32 -3.06 6.44
H -1.47 -0.59 6.43
H -0.79 0.68 4.47
C -4.11 -3.41 3.65
S -4.07 -1.60 3.60
C -4.41 -1.28 1.91
C -3.60 -1.57 0.86
S -2.06 -2.34 0.86
S -4.26 -1.04 -0.70
C -5.68 -0.24 -0.14
S -6.71 0.62 -1.11
S -5.90 -0.42 1.56
H -3.85 -3.69 4.67
H -3.37 -3.80 2.95
H -5.11 -3.76 3.40
C 4.04 0.72 0.64
C 3.33 1.64 -0.36
C 3.17 3.05 0.20
C 4.16 1.73 -1.64
O 1.99 1.09 -0.56
Si 1.44 0.26 -1.91
S -0.51 -0.24 -1.47
O 1.63 1.12 -3.29
C 0.86 2.03 -4.08
C 0.06 1.22 -5.10
C -0.08 2.90 -3.24
C 1.87 2.93 -4.79
O 2.53 -0.97 -2.01
C 2.68 -2.07 -2.91
C 3.20 -1.56 -4.25
C 3.72 -2.99 -2.27
C 1.36 -2.81 -3.09
H 5.05 1.08 0.83
H 4.09 -0.29 0.22
H 3.49 0.69 1.58
H 4.14 3.55 0.25
H 2.75 3.03 1.20
H 2.51 3.62 -0.44
H 5.12 2.18 -1.40
H 3.66 2.35 -2.39
H 4.34 0.74 -2.07
H -0.56 0.49 -4.57
H 0.74 0.68 -5.76
H -0.59 1.87 -5.69
H -0.87 2.29 -2.80
H -0.53 3.67 -3.87
H 0.47 3.38 -2.43
H 2.65 2.31 -5.24
H 2.33 3.62 -4.08
H 1.38 3.50 -5.58
H 4.18 -1.10 -4.13
H 2.51 -0.82 -4.66
H 3.28 -2.39 -4.96
H 4.66 -2.45 -2.12
H 3.91 -3.86 -2.90
H 3.36 -3.33 -1.29
H 0.62 -2.17 -3.57
H 0.95 -3.10 -2.11
H 1.50 -3.71 -3.69
F -0.01 2.65 0.82
B 0.39 2.76 2.19
F 1.32 1.67 2.36
F -0.74 2.40 2.95
F 0.91 3.97 2.51
N -6.21 5.40 0.53
C -5.44 4.54 0.64
C -4.47 3.48 0.77
C -4.29 2.83 1.98
C -3.33 1.84 2.05
N -2.58 1.47 1.01
C -2.78 2.09 -0.16
C -3.70 3.11 -0.32
H -4.88 3.09 2.85
H -3.16 1.30 2.98
H -2.18 1.75 -0.99
H -3.82 3.59 -1.28
*
```

Calculated values
frontier orbital gap (alpha / beta) = 6.5 / 6.4 eV
relative energy (zero: lowest compared OMol25 entry of this formula, charge and spin) = 0.00 kJ/mol
<S²> = 12.686
max |F| = 1.16 eV/Å

=====

- Which value of relative energy (zero: lowest compared OMol25 entry of this formula, charge and spin) does entry 1 give?
  0.00 kJ/mol

=====

- Which of these has the lowest max |F|?
  C32H39NO4

=====

- Look up the max |F| of the second one.
  1.16 eV/Å

=====

- Which value of max |F| does entry 1 give?
  0.60 eV/Å